one | Molecular formula: C4H8NO
Method: DFT, ωB97M-V/def2-TZVPD

Atoms and positions in Å:
C -0.283 1.873 0.143
C 0.896 1.959 -0.517
C 0.116 0.493 0.526
C 0.004 -1.949 0.041
N -0.655 -0.613 -0.210
O 1.309 0.684 -0.143
H -1.118 2.517 0.411
H 1.493 2.573 -1.256
H 0.338 0.060 1.588
H 1.050 -1.934 -0.221
H -0.071 -2.129 1.111
H -0.634 -2.684 -0.473
H -1.671 -0.805 0.120
H -0.775 -0.046 -1.119

LUMO energy = -0.1340 hartree
Total charge = +1
Frontier orbital gap = 0.385 hartree

=====

two | Molecular formula: C4H8NO
Method: DFT, ωB97M-V/def2-TZVPD

Atoms and positions in Å:
C -2.350 -1.092 0.299
C -1.646 -0.026 0.022
N -0.232 0.002 0.084
C 0.639 0.148 -1.063
C 0.944 1.343 -0.089
O 1.898 1.164 0.842
H -1.554 -1.665 0.653
H -3.169 -1.375 -0.287
H -2.066 0.608 -0.740
H -0.088 -1.010 0.438
H 0.096 0.186 -1.988
H 1.322 -0.604 -0.854
H 0.225 2.089 0.148
H 1.990 2.122 1.172

LUMO energy = -0.1529 hartree
Total charge = +1
SMILES = C=C[N@H+]1C[C@@H]1O
Frontier orbital gap = 0.374 hartree

=====

three | Molecular formula: C4H8NO
Method: DFT, ωB97M-V/def2-TZVPD

Atoms and positions in Å:
C 1.020 0.068 -0.296
C 2.198 -0.307 -0.273
C -0.434 0.031 -0.187
C -1.137 1.284 0.070
N -0.390 -0.827 1.025
O -0.845 -0.670 -1.265
H 2.570 -1.330 0.161
H 2.922 0.193 -0.932
H -1.953 1.188 0.900
H -1.561 1.750 -0.859
H -0.441 2.096 0.298
H -0.201 -1.870 0.757
H -0.020 -0.713 2.015
H -1.729 -0.893 -1.414

LUMO energy = -0.2227 hartree
Total charge = +1
Frontier orbital gap = 0.343 hartree

=====

four | Molecular formula: C4H8NO
Method: DFT, ωB97M-V/def2-TZVPD

Atoms and positions in Å:
C 1.832 0.479 0.311
N 0.594 0.211 0.098
C -0.192 -1.017 0.149
C -1.632 -0.509 -0.033
O -1.544 0.808 0.446
C -0.455 1.270 -0.262
H 2.149 1.514 0.224
H 2.236 -0.467 0.559
H 0.015 -1.274 1.152
H 0.051 -1.689 -0.539
H -1.915 -0.528 -1.074
H -2.435 -1.005 0.437
H -0.119 2.299 0.070
H -0.593 1.334 -1.352

LUMO energy = -0.1894 hartree
Total charge = +1
SMILES = C=[N+]1CCOC1
Frontier orbital gap = 0.387 hartree

=====

Which is the most stable structure? four is the most stable.